1.
DFT (ωB97M-V/def2-TZVPD) results for C4H8N2S in the gas phase.

The energy is -18091.4402 eV. The SMILES is C=NC(=S)N(C)C. The calculation puts the energy above the lowest of the compared OMol25 structures with the same formula, charge and spin at 53.09 kcal per mole. The total charge is 0. Its spin multiplicity is 1. The calculation puts the frontier orbital gap at 0.29735 hartree.

Positions of all 15 atoms, in Å:
1 C -1.98 1.92 0.36
2 N -0.98 1.25 0.04
3 C -0.77 -0.10 0.15
4 S -2.06 -1.10 0.44
5 N 0.47 -0.44 -0.01
6 C 1.50 0.41 -0.51
7 C 0.79 -1.85 0.13
8 H -2.03 2.89 0.03
9 H -2.75 1.57 0.99
10 H 2.21 0.93 0.11
11 H 1.99 -0.15 -1.25
12 H 0.94 1.28 -0.95
13 H -0.17 -2.46 0.24
14 H 1.27 -2.11 -0.77
15 H 1.56 -2.05 0.98

***

2.
DFT (ωB97M-V/def2-TZVPD) results for a molecular structure, C19H18FO3S6Ti.

The energy is -116985.9546 eV. The expectation value of S² is 2.026. The calculation puts the energy above the lowest of the compared OMol25 structures with the same formula, charge and spin at 0.00 kcal per mole. The total charge is -1. Its spin multiplicity is 3. The calculation puts the frontier orbital gap (spin up / spin down) at 0.17486 / 0.28362 hartree.

Positions of all 48 atoms, in Å:
1 Ti -0.93 -1.73 2.21
2 O 0.56 -2.97 2.08
3 S 1.76 -1.13 0.48
4 C 1.63 -2.57 -0.61
5 C 0.58 -2.52 -1.72
6 C -0.85 -2.23 -1.24
7 C -1.19 -0.75 -1.32
8 S -2.61 -0.34 -0.28
9 O -1.71 -0.34 1.08
10 C -2.98 1.23 -0.78
11 C -2.00 2.18 -1.19
12 C -2.39 3.46 -1.54
13 C -3.73 3.86 -1.48
14 C -4.69 2.93 -1.03
15 C -4.34 1.66 -0.68
16 C 1.98 0.21 -0.65
17 C 1.47 1.45 -0.25
18 C 1.62 2.56 -1.06
19 C 2.26 2.45 -2.29
20 C 2.76 1.22 -2.69
21 C 2.63 0.11 -1.87
22 H 1.38 -3.36 0.11
23 H 2.61 -2.81 -1.02
24 H 0.61 -3.50 -2.22
25 H 0.86 -1.79 -2.48
26 H -0.96 -2.60 -0.22
27 H -1.57 -2.79 -1.84
28 H -1.40 -0.44 -2.35
29 H -0.37 -0.14 -0.94
30 H -0.96 1.91 -1.22
31 H -1.63 4.17 -1.86
32 H -4.02 4.87 -1.75
33 H -5.73 3.23 -0.96
34 H -5.09 0.95 -0.32
35 H 0.95 1.53 0.70
36 H 1.22 3.52 -0.74
37 H 2.37 3.32 -2.93
38 H 3.26 1.12 -3.64
39 H 3.03 -0.85 -2.19
40 O 4.73 -1.30 6.37
41 C 3.70 -1.41 5.75
42 S 3.00 -2.94 5.23
43 C 1.59 -2.27 4.43
44 C 1.47 -0.92 4.38
45 S 0.25 0.02 3.60
46 S 2.76 -0.02 5.17
47 S 0.46 -3.35 3.66
48 F -2.37 -2.89 2.12

***

3.
DFT (ωB97M-V/def2-TZVPD) results for C6H11NS in the gas phase.

The energy is -18723.9549 eV. The SMILES is CC(C)N1CC(=S)C1. The calculation puts the energy above the lowest of the compared OMol25 structures with the same formula, charge and spin at 35.50 kcal per mole. The total charge is 0. Its spin multiplicity is 1. The calculation puts the frontier orbital gap at 0.31860 hartree.

Positions of all 19 atoms, in Å:
1 C 2.05 1.16 -0.85
2 C 1.93 0.21 0.30
3 C 2.81 -1.01 0.13
4 N 0.57 -0.25 0.60
5 C -0.47 0.78 0.91
6 C -1.45 -0.05 0.05
7 S -3.01 -0.05 -0.20
8 C -0.25 -0.86 -0.47
9 H 1.85 0.65 -1.78
10 H 3.11 1.54 -0.90
11 H 1.44 2.09 -0.76
12 H 2.29 0.79 1.20
13 H 2.79 -1.66 0.99
14 H 3.86 -0.70 0.01
15 H 2.52 -1.58 -0.76
16 H -0.29 1.75 0.51
17 H -0.76 0.87 2.02
18 H -0.44 -1.99 -0.41
19 H 0.04 -0.52 -1.47

***

4.
DFT (ωB97M-V/def2-TZVPD) results for a gas-phase ion, C3H8N3S2 (charge +1).

The energy is -29372.6566 eV. The SMILES is CN/C=[NH+]\NC(=S)S. The calculation puts the energy above the lowest of the compared OMol25 structures with the same formula, charge and spin at 55.72 kcal per mole. The total charge is +1. Its spin multiplicity is 1. The calculation puts the frontier orbital gap at 0.31439 hartree.

Positions of all 16 atoms, in Å:
1 C -2.04 0.84 -0.71
2 N -0.94 0.26 -0.01
3 C -0.85 -1.08 0.19
4 N 0.23 -1.58 0.71
5 N 1.16 -0.57 1.12
6 C 1.83 0.00 0.09
7 S 2.10 -0.79 -1.29
8 S 2.59 1.61 0.46
9 H -3.00 0.20 -0.77
10 H -2.40 1.73 -0.08
11 H -1.86 1.16 -1.73
12 H -0.06 0.91 0.05
13 H -1.58 -1.75 -0.23
14 H 0.48 -2.54 0.76
15 H 0.67 0.21 1.76
16 H 3.69 1.39 -0.32

***

5.
DFT (ωB97M-V/def2-TZVPD) results for a molecular structure, C3H5NdO3.

The energy is -24572.2570 eV. The expectation value of S² is 6.008. The calculation puts the energy above the lowest of the compared OMol25 structures with the same formula, charge and spin at 3.16 kcal per mole. The total charge is +3. Its spin multiplicity is 5. The calculation puts the frontier orbital gap (spin up / spin down) at 0.19282 / 0.22080 hartree.

Positions of all 12 atoms, in Å:
1 H -1.06 -0.19 -1.62
2 C 0.21 1.21 -1.09
3 C -0.89 0.28 -0.59
4 O -0.26 -0.68 0.24
5 C -0.80 -1.24 1.33
6 O 0.30 -1.62 1.95
7 H 0.03 1.64 -2.09
8 H -1.70 0.79 -0.07
9 H 0.14 -2.12 2.77
10 Nd 2.21 -0.96 0.53
11 O 1.53 0.76 -0.90
12 H 0.28 2.13 -0.45

***

6.
DFT (ωB97M-V/def2-TZVPD) results for a molecular structure, C3H9N2O2P.

The energy is -19620.5426 eV. The calculation puts the energy above the lowest of the compared OMol25 structures with the same formula, charge and spin at 65.60 kcal per mole. The total charge is 0. Its spin multiplicity is 1. The calculation puts the frontier orbital gap at 0.38619 hartree.

Positions of all 17 atoms, in Å:
1 C -0.43 -0.32 -0.22
2 C -0.18 -0.40 1.27
3 C -1.91 -0.54 -0.59
4 N -0.87 0.81 1.64
5 N 2.96 -0.11 -1.41
6 O -1.17 2.92 -0.01
7 O -2.44 0.75 -0.47
8 P -1.08 1.47 0.15
9 H 2.48 -1.05 -1.61
10 H 0.39 -0.61 -0.79
11 H -0.48 -1.39 1.60
12 H 0.86 -0.15 1.46
13 H -1.99 -1.04 -1.53
14 H -2.39 -1.06 0.27
15 H -0.74 1.04 2.57
16 H 3.85 -0.29 -1.95
17 H 3.13 -0.04 -0.38

***

7.
DFT (ωB97M-V/def2-TZVPD) results for 4 unconnected molecules or ions with the total composition C19H40ClNO5P.

The energy is -53891.4809 eV. The total charge is -1. Its spin multiplicity is 1. The calculation puts the frontier orbital gap at 0.20957 hartree.

Positions of all 67 atoms, in Å:
1 C -4.50 -0.31 -1.00
2 C -4.53 -0.46 0.53
3 O -3.40 -1.12 1.06
4 C -2.23 -0.32 1.08
5 C -0.98 -1.18 1.20
6 C 0.21 -0.56 0.45
7 C 1.54 -1.26 0.74
8 C 2.65 -0.81 -0.24
9 N 3.04 -1.82 -1.19
10 P 4.27 -2.77 -0.85
11 O 4.17 -3.83 -2.10
12 Cl 3.62 -4.26 0.80
13 H -3.51 -0.60 -1.38
14 H -5.23 -0.97 -1.47
15 H -4.69 0.71 -1.32
16 H -5.39 -1.04 0.85
17 H -4.62 0.54 1.00
18 H -2.18 0.30 0.18
19 H -2.30 0.38 1.93
20 H -0.70 -1.29 2.25
21 H -1.20 -2.17 0.79
22 H 0.29 0.50 0.71
23 H 0.01 -0.62 -0.63
24 H 1.42 -2.34 0.62
25 H 1.83 -1.05 1.77
26 H 3.50 -0.40 0.35
27 H 2.24 0.04 -0.81
28 H 3.59 -3.38 -2.74
29 C -8.16 -1.99 4.51
30 C -6.68 -1.81 4.85
31 C -6.00 -2.30 3.58
32 O -6.90 -1.99 2.51
33 C -8.17 -1.61 3.03
34 H -8.83 -1.37 5.11
35 H -8.45 -3.03 4.63
36 H -6.46 -0.75 5.01
37 H -6.36 -2.36 5.73
38 H -5.85 -3.38 3.61
39 H -5.04 -1.82 3.37
40 H -8.30 -0.53 2.91
41 H -8.95 -2.11 2.46
42 C 3.79 4.18 -0.30
43 C 2.44 4.81 0.04
44 C 1.47 3.76 -0.49
45 O 2.13 2.51 -0.35
46 C 3.51 2.71 -0.05
47 H 4.62 4.56 0.30
48 H 4.03 4.35 -1.35
49 H 2.33 4.91 1.13
50 H 2.28 5.79 -0.41
51 H 1.25 3.94 -1.55
52 H 0.53 3.73 0.06
53 H 3.68 2.44 1.00
54 H 4.10 2.03 -0.67
55 C 5.32 1.30 -3.35
56 C 6.32 0.87 -4.43
57 C 6.13 -0.65 -4.41
58 O 4.78 -0.88 -4.06
59 C 4.17 0.32 -3.58
60 H 5.01 2.34 -3.43
61 H 5.76 1.14 -2.36
62 H 6.03 1.27 -5.40
63 H 7.35 1.17 -4.22
64 H 6.78 -1.11 -3.65
65 H 6.34 -1.13 -5.37
66 H 3.47 0.70 -4.33
67 H 3.62 0.06 -2.68

***

8.
DFT (ωB97M-V/def2-TZVPD) results for 2 unconnected molecules or ions with the total composition C3H4I2.

The energy is -19373.8524 eV. The SMILES is IC1=CC1.I. The calculation puts the energy above the lowest of the compared OMol25 structures with the same formula, charge and spin at 48.85 kcal per mole. The total charge is 0. Its spin multiplicity is 1. The calculation puts the frontier orbital gap at 0.35182 hartree.

Positions of all 9 atoms, in Å:
1 I 0.56 2.62 -0.17
2 C -0.51 0.87 -0.05
3 C -0.63 -0.41 -0.10
4 C -1.92 0.37 0.21
5 H -0.16 -1.30 -0.32
6 H -2.63 0.45 -0.61
7 H -2.19 0.31 1.36
8 I 3.22 -0.85 0.02
9 H 4.27 -2.06 -0.35